# 1
Formula: C26H42BrIO21P
Source: the Open Molecules 2025 dataset
Level of theory: ωB97M-V/def2-TZVPD

```
! wB97M-V def2-TZVPD RIJCOSX def2/J DEFGRID3
* xyz -1 1
C -1.853 -1.337 5.421
C -2.838 -1.328 4.264
I -3.812 -3.251 4.180
C -2.313 -0.876 2.902
C -1.061 -1.550 2.303
O 0.069 -1.335 3.203
O -1.253 -2.874 2.136
P -0.285 -3.593 0.729
O -0.040 -1.904 0.186
C -0.751 -0.958 0.900
C -0.017 0.390 0.843
C 1.491 0.302 1.100
C 2.223 1.533 0.569
Br 3.708 1.109 -0.643
H -1.366 -0.360 5.506
H -1.090 -2.099 5.285
H -2.386 -1.521 6.356
H -3.671 -0.674 4.517
H -3.115 -1.009 2.173
H -2.126 0.206 2.984
H -0.009 -0.449 3.562
H 0.517 -4.055 -0.353
H -1.508 -3.584 -0.046
H -0.562 -4.917 1.214
H 0.866 -3.485 1.591
H -1.744 -0.794 0.435
H -0.497 1.118 1.510
H -0.155 0.769 -0.177
H 1.701 0.203 2.164
H 1.847 -0.615 0.633
H 2.685 2.130 1.350
H 1.573 2.176 -0.020
C 2.729 -2.055 -2.803
C 2.930 -2.316 -4.284
O 3.002 -3.747 -4.329
C 2.370 -4.245 -3.224
O 2.130 -5.400 -3.072
O 2.073 -3.250 -2.375
H 2.093 -1.205 -2.576
H 3.671 -1.955 -2.261
H 2.073 -1.987 -4.873
H 3.841 -1.892 -4.692
C -3.977 -0.948 9.530
C -2.688 -0.165 9.355
O -2.947 0.566 8.154
C -4.287 0.676 7.988
O -4.813 1.353 7.165
O -4.934 -0.094 8.890
H -4.279 -1.129 10.556
H -3.946 -1.894 8.984
H -2.510 0.540 10.169
H -1.811 -0.788 9.203
C -6.414 -5.085 11.473
C -7.797 -4.457 11.429
O -7.567 -3.179 12.034
C -6.261 -2.865 11.893
O -5.786 -1.797 12.111
O -5.562 -3.935 11.448
H -6.182 -5.718 10.621
H -6.236 -5.629 12.402
H -8.148 -4.299 10.408
H -8.548 -4.991 12.002
C 3.069 0.445 -9.097
C 4.509 -0.003 -8.910
O 4.737 0.288 -7.527
C 3.544 0.332 -6.888
O 3.396 0.376 -5.712
O 2.531 0.286 -7.785
H 2.496 -0.163 -9.792
H 2.998 1.496 -9.375
H 4.636 -1.076 -9.066
H 5.228 0.546 -9.512
C -0.188 4.566 -7.698
C -0.220 3.258 -8.472
O 1.174 2.937 -8.561
C 1.829 3.557 -7.559
O 2.971 3.354 -7.281
O 1.024 4.439 -6.939
H -1.020 4.701 -7.014
H -0.095 5.435 -8.351
H -0.720 2.463 -7.918
H -0.634 3.335 -9.473
C 5.144 5.605 -8.114
C 5.202 5.937 -6.636
O 5.666 7.296 -6.653
C 5.361 7.844 -7.849
O 5.463 8.998 -8.117
O 4.916 6.893 -8.704
H 4.333 4.934 -8.370
H 6.090 5.213 -8.492
H 4.217 5.905 -6.170
H 5.896 5.327 -6.066
*
```

**E_HOMO**: -0.14769 hartree
**E_LUMO**: 1.4 eV
**Gap between HOMO and LUMO**: 5.404 eV

# 2
Formula: C26H42BrN3OOsP2
Source: the Open Molecules 2025 dataset
Level of theory: ωB97M-V/def2-TZVPD

```
! wB97M-V def2-TZVPD RIJCOSX def2/J DEFGRID3
* xyz 4 5
C 4.249 -7.893 -1.043
C 3.996 -6.982 -2.082
C 4.559 -7.217 -3.343
C 5.373 -8.346 -3.510
N 5.615 -9.195 -2.508
C 5.073 -8.995 -1.303
C 3.221 -5.792 -1.840
C 2.618 -4.792 -1.500
C 2.216 -3.521 -1.001
C 1.139 -3.481 -0.095
C 0.806 -2.256 0.501
C 1.509 -1.142 0.069
C 2.607 -1.138 -0.813
C 2.984 -2.402 -1.342
Os 0.523 -0.248 -1.240
P -1.669 -0.713 -1.619
H 4.390 -6.529 -4.167
H 3.834 -7.737 -0.050
H 5.833 -8.551 -4.481
H 5.292 -9.716 -0.509
H 3.861 -2.516 -1.984
H 0.634 -4.409 0.162
H 3.364 -0.338 -0.850
H 0.064 -2.201 1.297
C -2.813 0.726 -1.788
C -3.797 0.734 -2.957
H -2.168 1.619 -1.840
H -3.368 0.809 -0.838
H -4.412 1.642 -2.875
H -3.287 0.773 -3.926
H -4.484 -0.123 -2.952
C -1.323 -1.443 -3.251
C -1.643 -2.932 -3.387
H -0.217 -1.292 -3.370
H -1.822 -0.841 -4.028
H -1.214 -3.295 -4.328
H -1.193 -3.515 -2.574
H -2.723 -3.131 -3.411
C -2.659 -1.881 -0.593
C -4.136 -2.086 -0.927
H -2.562 -1.516 0.441
H -2.131 -2.843 -0.617
H -4.531 -2.876 -0.275
H -4.742 -1.193 -0.744
H -4.305 -2.413 -1.959
Br 1.945 1.757 -0.438
P 2.180 1.500 -5.036
C 0.444 0.911 -5.130
C -0.337 1.667 -6.207
H -0.012 1.035 -4.134
H 0.491 -0.160 -5.367
H -1.247 1.120 -6.475
H -0.636 2.664 -5.863
H 0.252 1.798 -7.123
C 2.180 2.598 -3.573
C 3.301 3.638 -3.561
H 2.284 1.932 -2.699
H 1.192 3.079 -3.515
H 3.199 4.277 -2.676
H 4.288 3.164 -3.516
H 3.268 4.280 -4.448
C 3.170 0.012 -4.606
C 3.800 -0.609 -5.858
H 2.523 -0.705 -4.084
H 3.954 0.345 -3.914
H 4.551 -1.348 -5.568
H 3.060 -1.119 -6.482
H 4.297 0.142 -6.481
N -1.733 0.489 2.443
C -0.643 0.769 1.697
N 0.273 1.593 2.213
O -0.573 0.241 0.536
H -1.945 1.008 3.293
H -2.365 -0.236 2.127
H 1.103 1.845 1.657
H 0.021 2.051 3.089
*
```

**Energy relative to the best compared isomer or geometry (same formula, charge and spin)**: 0.0 kJ/mol
**E_HOMO (spin up / spin down)**: -0.70193 / -0.71913 hartree
**E_LUMO (spin up / spin down)**: -12.8 / -13.7 eV
**Gap between HOMO and LUMO (spin up / spin down)**: 6.321 / 5.857 eV

# 3
Formula: C26H42BrN3P2SZn
Source: the Open Molecules 2025 dataset
Level of theory: ωB97M-V/def2-TZVPD

```
! wB97M-V def2-TZVPD RIJCOSX def2/J DEFGRID3
* xyz 2 1
C 2.721 4.169 -0.341
C 1.601 3.569 -0.935
C 1.571 3.440 -2.336
C 2.615 3.997 -3.090
N 3.644 4.593 -2.490
C 3.708 4.723 -1.169
C 0.485 3.138 -0.104
C -0.590 3.348 0.459
C -1.802 2.850 1.073
C -1.649 1.992 2.164
C -2.825 1.442 2.820
C -3.838 1.408 1.882
C -4.137 2.237 0.835
C -3.065 3.113 0.525
Zn -2.664 -0.494 1.974
P 1.732 -0.623 0.204
H 0.760 2.884 -2.812
H 2.795 4.210 0.738
H 2.594 3.935 -4.189
H 4.557 5.263 -0.732
H -3.140 3.894 -0.231
H -0.633 1.765 2.466
H -5.039 2.223 0.193
H -2.956 1.147 3.869
C 2.592 -2.246 0.444
C 3.728 -2.637 -0.486
H 1.775 -2.983 0.366
H 2.915 -2.256 1.496
H 4.003 -3.673 -0.255
H 3.446 -2.587 -1.542
H 4.609 -2.003 -0.343
C 2.025 -0.128 -1.559
C 3.377 0.404 -1.975
H 1.249 0.631 -1.732
H 1.734 -0.996 -2.162
H 3.321 0.648 -3.043
H 3.635 1.319 -1.434
H 4.175 -0.331 -1.828
C 2.732 0.586 1.189
C 4.240 0.361 1.270
H 2.309 0.552 2.207
H 2.490 1.586 0.795
H 4.687 1.197 1.832
H 4.474 -0.577 1.793
H 4.713 0.323 0.280
Br -4.865 -0.983 1.381
P -1.797 -1.766 -0.609
C -0.757 -2.581 -1.878
C -1.316 -3.832 -2.537
H 0.184 -2.828 -1.361
H -0.529 -1.814 -2.629
H -0.553 -4.263 -3.195
H -1.574 -4.598 -1.801
H -2.199 -3.618 -3.148
C -2.989 -3.130 -0.112
C -4.277 -3.278 -0.922
H -3.222 -2.929 0.942
H -2.421 -4.067 -0.084
H -4.961 -3.991 -0.440
H -4.815 -2.331 -1.005
H -4.108 -3.641 -1.941
C -2.770 -0.488 -1.511
C -3.185 -0.807 -2.931
H -2.161 0.428 -1.486
H -3.664 -0.263 -0.907
H -3.732 0.049 -3.340
H -2.339 -1.005 -3.591
H -3.861 -1.661 -2.959
N 0.076 0.781 4.622
C -0.480 -0.429 4.614
N -0.817 -0.959 5.824
S -0.747 -1.337 3.187
H 0.092 1.302 5.505
H 0.408 1.252 3.784
H -1.073 -1.941 5.819
H -0.224 -0.682 6.621
*
```

**Energy relative to the best compared isomer or geometry (same formula, charge and spin)**: 529.4 kJ/mol
**E_HOMO (spin up / spin down)**: -0.51107 / -0.48886 hartree
**E_LUMO (spin up / spin down)**: -6.1 / -8.9 eV
**Gap between HOMO and LUMO (spin up / spin down)**: 7.765 / 4.393 eV

# 4
Formula: C26H42Cl16N2
Source: the Open Molecules 2025 dataset
Level of theory: ωB97M-V/def2-TZVPD

```
! wB97M-V def2-TZVPD RIJCOSX def2/J DEFGRID3
* xyz 0 1
Cl 6.367 0.901 -3.146
C 6.659 -0.730 -3.759
C 6.570 -1.776 -2.627
Cl 6.449 -3.450 -3.279
H 7.633 -0.711 -4.248
H 5.863 -0.867 -4.492
H 5.617 -1.564 -2.142
H 7.360 -1.670 -1.883
Cl -4.047 6.780 4.617
C -2.996 6.002 3.430
C -1.696 5.430 4.023
Cl -0.688 6.807 4.628
H -2.676 6.702 2.659
H -3.548 5.140 3.056
H -1.212 4.885 3.212
H -1.927 4.796 4.879
Cl -5.685 3.180 -4.181
C -4.913 1.708 -3.404
C -5.788 1.122 -2.329
Cl -6.002 2.234 -0.908
H -3.916 1.851 -2.988
H -4.755 0.951 -4.172
H -5.419 0.160 -1.973
H -6.746 0.935 -2.815
Cl -5.345 -4.606 -0.795
C -5.753 -4.690 0.939
C -7.198 -4.303 1.201
Cl -7.638 -2.622 0.828
H -5.027 -4.035 1.420
H -5.511 -5.693 1.292
H -7.254 -4.365 2.288
H -7.919 -4.954 0.706
Cl 4.137 8.036 -1.591
C 4.028 7.076 -0.082
C 3.581 5.656 -0.475
Cl 3.006 4.847 1.015
H 3.439 7.582 0.683
H 4.997 7.093 0.418
H 4.354 5.059 -0.960
H 2.732 5.774 -1.148
Cl -0.564 -3.948 4.836
C -0.221 -5.705 4.966
C -0.708 -6.489 3.748
Cl 0.433 -6.182 2.381
H -0.572 -6.047 5.940
H 0.862 -5.825 4.936
H -1.697 -6.147 3.444
H -0.795 -7.547 3.996
Cl -3.566 1.041 3.543
C -4.784 -0.036 4.277
C -6.148 0.689 4.390
Cl -7.291 -0.444 5.203
H -4.383 -0.416 5.217
H -4.760 -0.901 3.613
H -6.491 0.999 3.403
H -6.135 1.591 5.002
Cl -0.887 2.056 -8.642
C 0.252 1.121 -7.587
C 1.707 1.666 -7.656
Cl 1.722 3.252 -6.962
H 0.215 0.066 -7.857
H -0.068 1.121 -6.545
H 2.184 1.572 -8.632
H 2.354 1.136 -6.957
N 7.484 -2.484 2.211
C 6.492 -3.421 2.022
C 5.149 -3.086 1.825
C 4.798 -1.750 1.837
C 5.806 -0.781 2.069
C 7.160 -1.220 2.198
H 6.891 -4.424 2.058
H 4.463 -3.876 1.558
H 3.778 -1.450 1.646
H 5.510 0.255 2.140
H 7.930 -0.470 2.304
N 1.429 -0.411 -2.894
C 0.857 0.546 -2.070
C -0.015 0.260 -1.025
C -0.309 -1.070 -0.743
C 0.270 -2.018 -1.516
C 1.158 -1.683 -2.512
H 1.101 1.577 -2.279
H -0.493 1.051 -0.467
H -0.939 -1.287 0.108
H 0.104 -3.068 -1.326
H 1.586 -2.484 -3.097
*
```

**E_HOMO**: -0.35450 hartree
**Structure (SMILES)**: c1ccncc1.c1ccncc1.ClCCCl.ClCCCl.ClCCCl.ClCCCl.ClCCCl.ClCCCl.ClCCCl.ClCCCl
**E_LUMO**: -0.1 eV
**Gap between HOMO and LUMO**: 9.537 eV

# 5
Formula: C26H42Cl2F7N4O5
Source: the Open Molecules 2025 dataset
Level of theory: ωB97M-V/def2-TZVPD

```
! wB97M-V def2-TZVPD RIJCOSX def2/J DEFGRID3
* xyz 1 1
C -5.268 -1.574 0.059
C -5.406 -0.062 0.102
O -4.964 0.585 -1.075
C -3.560 0.471 -1.281
C -3.304 -0.397 -2.506
C -1.870 -0.896 -2.619
C -1.506 -1.892 -1.503
C -0.003 -2.168 -1.354
C 0.706 -1.390 -0.220
C 0.191 -1.803 1.201
Cl -1.081 -0.688 1.796
C -0.198 -3.282 1.348
C -1.669 -3.672 1.206
Cl 0.339 -3.800 3.009
C 0.381 0.117 -0.465
C 1.231 0.393 -1.687
N 0.908 1.317 -2.603
C 1.501 1.255 -3.705
O 2.175 1.327 -4.666
N 2.235 -0.415 -1.642
C 2.239 -1.242 -0.393
C 3.048 -0.339 0.609
O 2.339 -0.050 1.791
C 2.430 1.301 2.199
C 3.133 -2.435 -0.709
F 4.273 -1.973 -1.227
F 2.635 -3.222 -1.664
C 3.506 -3.338 0.510
F 4.768 -3.107 0.820
F 2.796 -3.067 1.589
C 3.420 -4.862 0.246
F 2.199 -5.266 0.038
F 3.840 -5.438 1.349
F 4.222 -5.225 -0.693
H -5.702 -2.013 -0.835
H -4.228 -1.889 0.110
H -5.771 -2.008 0.918
H -6.454 0.160 0.265
H -4.861 0.353 0.953
H -3.108 0.084 -0.368
H -3.217 1.492 -1.436
H -3.536 0.213 -3.373
H -4.016 -1.217 -2.517
H -1.791 -1.442 -3.559
H -1.194 -0.046 -2.674
H -2.008 -1.600 -0.590
H -1.969 -2.822 -1.812
H 0.128 -3.234 -1.223
H 0.449 -1.977 -2.323
H 0.971 -1.653 1.925
H 0.383 -3.908 0.690
H -1.935 -4.365 1.990
H -2.381 -2.858 1.219
H -1.825 -4.221 0.281
H -0.641 0.378 -0.704
H 0.642 0.812 0.328
H 2.932 -0.432 -2.380
H 3.312 0.600 0.131
H 4.004 -0.773 0.892
H 3.455 1.588 2.422
H 1.880 1.373 3.129
H 1.952 1.986 1.497
C 1.014 2.706 6.085
C 0.627 1.391 5.452
O -0.081 1.334 4.454
N 1.090 0.254 6.029
C 1.932 0.120 7.206
H 0.568 3.514 5.513
H 0.645 2.760 7.109
H 2.098 2.829 6.078
H 0.792 -0.585 5.557
H 2.851 -0.402 6.936
H 1.407 -0.468 7.960
H 2.185 1.088 7.625
C -0.713 7.095 -5.211
C -1.586 5.913 -4.864
O -2.797 5.958 -4.926
N -0.963 4.760 -4.468
C 0.455 4.508 -4.331
H -1.349 7.924 -5.504
H -0.119 7.399 -4.348
H -0.053 6.851 -6.045
H -1.606 4.015 -4.253
H 0.735 3.680 -4.991
H 0.668 4.226 -3.295
H 1.043 5.381 -4.589
*
```

**E_HOMO**: -0.42331 hartree
**E_LUMO**: -4.6 eV
**Gap between HOMO and LUMO**: 6.903 eV

Number 1: calculated total energy -5809.0841 Eh. Number 2: calculated total energy -4601.0715 Eh. Number 3: calculated total energy -6613.7076 Eh. Number 4: calculated total energy -8488.4351 Eh. Number 5: calculated total energy -3230.3073 Eh.